[1]
# C6H7MgNaO3

C6H7MgNaO3 as an isolated structure (ωB97M-V/def2-TZVPD, the Open Molecules 2025 dataset).

## Properties
- Total charge: +2
- DFT total energy: -22321.7032 eV
- Frontier orbital gap: 6.41 eV
- Maximum force: 1.8 eV/Å

```
18
Properties=species:S:1:pos:R:3:forces:R:3
O -1.531102 -2.211379 -1.064702 1.19 0.61 -0.58
C -0.153276 -2.230313 -0.672590 -0.26 -1.13 0.71
C -0.233116 -2.252957 0.821506 1.62 0.01 -0.38
O 0.191642 -1.342575 1.533751 0.01 0.23 0.37
H -2.081845 -2.709006 -0.453951 -0.14 -0.37 -0.03
H 0.493530 -1.452587 -1.103126 -1.01 0.34 0.32
H 0.425235 -3.137177 -0.933047 -0.67 -0.26 -0.19
H -0.552710 -3.196179 1.302392 -0.45 0.46 -0.03
Mg 1.037701 0.407296 1.581041 -0.82 1.11 -0.72
C -0.246735 0.686430 -2.275105 0.39 1.07 0.29
C -0.019941 1.455683 -1.220216 -0.20 -0.94 -0.88
C 0.147024 2.149597 -0.162870 0.31 0.01 0.97
C 0.348117 2.857091 0.955468 -0.79 -0.10 -1.15
O 0.967203 2.321732 2.006929 1.14 -0.61 1.30
Na 1.803931 3.891058 4.165945 -0.13 -0.04 -0.30
H 0.477499 -0.076057 -2.566923 -0.51 0.01 0.15
H -1.038843 0.960882 -2.975383 0.35 -0.05 0.10
H -0.034306 3.878466 1.060889 -0.03 -0.35 0.03
```
Positions in Å, forces in eV/Å.

[2]
# C5H6Li2O4Pr

C5H6Li2O4Pr as an isolated structure (ωB97M-V/def2-TZVPD, the Open Molecules 2025 dataset).

## Properties
- Total charge: +3
- DFT total energy: -27923.4981 eV
- Frontier orbital gap (spin up / spin down): 7.33 / 8.51 eV
- Maximum force: 4.2 eV/Å
- Multiplicity: 3

```
18
Properties=species:S:1:pos:R:3:forces:R:3
O -0.738598 0.120496 -1.044827 1.96 0.49 -0.72
C -1.820151 -0.182313 -0.456327 -3.45 -0.55 1.12
O -2.056312 -1.390357 -0.191034 0.75 0.33 -0.29
Li -0.179678 -2.068074 -0.710444 0.00 -0.62 0.14
Li -3.646344 -2.315610 -0.091480 -0.42 -0.31 0.08
O 1.624484 -1.767421 -0.317063 -0.89 1.35 -0.63
Pr 1.137252 1.163307 -1.070189 -0.21 1.75 -0.91
C 2.208973 -0.673986 -0.274888 2.55 -2.87 1.62
O 3.458327 -0.734428 0.171357 -1.16 -0.12 -0.36
C 4.171303 0.488704 0.339936 0.22 0.65 -0.06
H 5.124380 0.230101 0.810695 -0.22 0.22 -0.13
H 4.361676 0.961466 -0.632833 0.23 -0.10 0.04
H 3.617632 1.174210 0.996074 0.15 -0.09 0.17
C -2.794865 0.888488 -0.159148 0.75 0.13 0.02
C -3.692162 0.782954 0.822816 -0.13 -0.06 0.04
H -2.640237 1.825819 -0.696218 -0.26 -0.24 0.02
H -4.380163 1.598873 1.043095 0.17 -0.17 0.01
H -3.755524 -0.102230 1.460483 -0.04 0.23 -0.14
```
Positions in Å, forces in eV/Å.

[3]
# CH8N3O

A 2-piece molecular cluster, CH8N3O overall (ωB97M-V/def2-TZVPD, the Open Molecules 2025 dataset).

## Properties
- Total charge: +2
- DFT total energy: -7663.3102 eV
- Frontier orbital gap (spin up / spin down): 10.73 / 3.73 eV
- Maximum force: 3.8 eV/Å
- Multiplicity: 2

```
13
Properties=species:S:1:pos:R:3:forces:R:3
N 1.163640 -0.655863 0.022726 -0.82 -0.44 -0.45
C 0.186411 -0.200911 0.791208 -1.03 -0.33 0.06
N -1.034134 -0.141056 0.347372 -0.57 1.02 -3.56
N 0.347211 0.021726 2.131823 -0.56 -1.44 1.91
H 2.116866 -0.718003 0.235818 1.86 0.27 0.91
H 0.937941 -1.191980 -0.815273 -0.31 0.27 -0.21
H -1.794712 0.301216 0.869557 0.18 -0.33 -0.18
H -1.098139 -0.090684 -0.761214 -0.26 -0.16 2.41
H 1.201200 -0.283380 2.643941 -0.17 0.62 -0.33
H -0.553065 -0.071180 2.739982 1.73 0.63 -1.02
H -0.105991 0.723699 -3.539294 -0.65 0.59 0.84
H -0.991460 1.668938 -2.473384 1.25 -1.64 -1.22
O -0.521015 0.786650 -2.645104 -0.66 0.93 0.86
```
Positions in Å, forces in eV/Å.

[4]
# C4H12N2O

A 2-piece molecular cluster, C4H12N2O overall (ωB97M-V/def2-TZVPD, the Open Molecules 2025 dataset).

## Properties
- SMILES string: CCC/N=C/N.O
- DFT total energy: -9368.7242 eV
- Frontier orbital gap: 8.76 eV
- Maximum force: 2.2 eV/Å

```
19
Properties=species:S:1:pos:R:3:forces:R:3
C 0.701752 -1.148101 -1.927492 1.24 -1.35 -0.71
C -0.539665 -1.776668 -1.333548 -1.23 -0.72 0.33
C -0.953562 -1.303463 0.066096 -1.93 0.93 -0.44
N -0.676591 0.110051 0.284914 2.23 0.19 -0.10
C -0.721763 0.581873 1.462958 -1.31 -0.76 0.87
N 0.266019 1.229058 2.104185 0.98 1.14 -0.74
H 1.450565 -1.850666 -2.327449 -0.56 -0.57 0.05
H 1.357997 -0.631430 -1.243323 -0.52 0.83 0.30
H 0.442221 -0.608520 -2.826656 0.02 0.85 0.16
H -0.605746 -2.870747 -1.256505 0.97 -0.03 -0.04
H -1.385157 -1.659898 -2.019611 0.06 0.70 0.03
H -2.044466 -1.408898 0.161563 -0.13 -0.61 -0.10
H -0.544623 -1.961909 0.837859 0.48 0.38 0.01
H -1.655534 0.504394 2.065637 0.46 -0.66 0.43
H 0.404777 1.316960 3.093474 -0.94 0.13 0.08
H 1.035037 1.568696 1.526486 -0.05 -0.46 -0.02
O 1.454164 1.974703 -0.309875 0.58 0.19 0.07
H 1.579750 2.909120 -0.502914 -0.32 -0.13 -0.23
H 0.601748 1.653092 -0.643054 -0.04 -0.05 0.06
```
Positions in Å, forces in eV/Å.

[5]
# C6H15N2O2S

An isolated ion of composition C6H15N2O2S and charge -1 (ωB97M-V/def2-TZVPD, the Open Molecules 2025 dataset).

## Properties
- Total charge: -1
- DFT total energy: -24374.4139 eV
- Frontier orbital gap: 6.82 eV
- Maximum force: 4.8 eV/Å

```
26
Properties=species:S:1:pos:R:3:forces:R:3
C -1.459930 1.579374 0.999249 1.14 0.17 -0.48
C -2.351060 -0.525337 0.020474 -0.37 -2.26 -1.29
C 1.459396 0.603985 -1.830776 -2.66 0.43 0.74
C 2.358144 0.505312 0.524796 -3.35 3.09 1.47
C -1.325731 0.504433 -0.092818 1.74 0.69 -1.01
C 1.054694 0.781462 -0.323558 1.73 0.39 -0.19
N 0.114190 -1.447854 -0.291729 2.45 0.66 1.91
N 0.015674 -0.081934 0.177714 -2.03 -1.57 -1.59
O 0.113004 -3.957888 0.361584 0.19 0.97 -0.14
O 0.759692 -2.319019 2.141406 -0.16 0.04 -1.24
S -0.196987 -2.667936 1.048776 -0.35 -0.65 1.01
H -0.407622 1.844514 1.325097 -1.45 0.35 -0.51
H -2.037212 2.386004 0.559422 0.01 0.63 0.54
H -1.900559 1.197902 1.923624 -0.36 -0.20 -0.36
H -2.210207 -1.020018 0.956027 -0.15 -0.45 0.80
H -2.083450 -1.364057 -0.767428 -1.64 1.77 1.40
H -3.347861 -0.077004 0.009767 -0.06 -0.34 -0.51
H 2.329198 1.174624 -2.018874 0.73 0.97 -0.47
H 1.752337 -0.400228 -1.817495 0.32 -1.75 -0.73
H 0.603896 0.784885 -2.581718 1.40 -0.17 1.11
H 2.853619 -0.251911 0.060124 1.96 -1.97 -0.87
H 2.081836 0.292077 1.578734 0.03 -0.47 -0.81
H 2.802089 1.491679 0.601448 1.13 -0.08 -0.42
H -1.373735 0.830040 -1.235351 0.17 0.40 2.10
H 0.759543 1.848059 -0.200325 -0.01 -0.80 0.19
H -0.362958 -1.711161 -1.128171 -0.38 0.15 -0.64
```
Positions in Å, forces in eV/Å.

[6]
# C64H46N3O3P2SY

C64H46N3O3P2SY as an isolated structure (ωB97M-V/def2-TZVPD, the Open Molecules 2025 dataset).

## Properties
- Total charge: +2
- DFT total energy: -108169.8299 eV
- Frontier orbital gap: 4.60 eV
- Maximum force: 1.8 eV/Å

```
120
Properties=species:S:1:pos:R:3:forces:R:3
Y -0.641558 1.516589 0.893962 -0.55 1.58 0.78
O -4.317313 7.352284 4.289355 0.21 -0.21 0.10
C -3.532739 6.619950 4.915970 -0.17 0.48 0.31
O -3.150534 6.581019 6.096887 -0.05 -0.03 -0.31
C -2.924185 5.505300 4.046325 0.02 -0.28 -0.15
C -3.260021 5.366590 2.713474 0.02 0.09 0.01
C -2.769764 4.308296 1.974678 0.02 -0.06 0.13
N -1.954429 3.361355 2.481882 0.27 -0.37 -0.36
C -1.645678 3.505267 3.783290 -0.13 0.05 -0.10
C -2.074004 4.553328 4.571787 0.01 0.07 0.08
C -0.770460 2.500217 4.365407 0.07 -0.07 0.19
C -0.767108 2.282463 5.739365 -0.06 0.02 -0.02
C 0.180877 1.452192 6.297727 0.07 -0.03 0.09
C 1.095553 0.847088 5.455014 0.02 0.03 0.04
C 0.969385 1.064074 4.102442 0.02 0.28 0.09
N 0.057903 1.858887 3.527290 0.07 -0.53 -0.49
C -3.143295 4.163710 0.571431 -0.04 0.00 -0.10
C -4.142647 4.962617 0.022053 -0.01 0.01 0.07
C -4.462747 4.856492 -1.312396 -0.09 0.06 -0.07
C -3.774247 3.932071 -2.073562 -0.02 0.00 -0.06
C -2.816997 3.169105 -1.447778 -0.07 0.26 0.26
N -2.476717 3.244731 -0.150617 0.17 -0.41 -0.38
H -3.905123 6.134982 2.312695 -0.01 0.00 0.02
H -1.760939 4.686180 5.598550 -0.07 -0.03 0.02
H -1.503985 2.769474 6.360202 0.03 0.04 -0.02
H 0.218967 1.303755 7.368895 -0.03 -0.04 -0.01
H 1.886338 0.213252 5.832109 -0.02 -0.02 -0.04
H 1.652545 0.604326 3.436465 0.19 0.03 -0.04
H -4.676764 5.663372 0.642230 0.02 -0.01 0.01
H -5.231176 5.484380 -1.743530 -0.01 -0.02 0.01
H -3.972199 3.791815 -3.127905 0.02 -0.04 0.02
H -2.294585 2.455465 -2.025067 0.02 -0.02 -0.13
O 0.586889 -1.164383 -0.870721 -0.24 -0.08 0.12
S -0.606028 -2.087566 -0.835689 -0.04 0.21 -0.05
C -0.618204 -2.596888 -2.552518 -0.10 0.12 -0.25
C -1.017800 -3.842419 -2.971530 0.04 -0.03 -0.05
C -0.793877 -4.304391 -4.283613 -0.05 -0.01 0.04
C -0.101593 -3.496893 -5.140739 0.08 -0.02 -0.06
C 0.393380 -3.731806 -6.547658 -0.01 0.06 0.06
C 1.116826 -2.415734 -6.941206 -0.01 -0.01 0.08
C 0.961131 -1.513522 -5.740445 -0.05 -0.09 -0.08
C 1.368726 -0.236389 -5.513744 0.00 0.12 0.07
C 0.957581 0.386112 -4.308331 0.05 -0.02 -0.07
C 0.237719 -0.254104 -3.326759 0.55 0.10 0.09
P -0.627228 0.788358 -2.111367 -0.74 -0.59 0.05
C 0.075360 2.464090 -2.200642 0.21 -0.03 0.07
C -0.261079 3.524604 -3.030455 0.11 0.00 -0.06
C 0.269824 4.786706 -2.791241 0.04 0.00 0.04
C 1.132934 5.010236 -1.722648 -0.03 0.02 -0.06
C 1.502402 3.958691 -0.897035 0.03 -0.05 0.04
C 0.971473 2.694884 -1.141652 -0.32 0.18 0.24
C -2.258980 0.633932 -2.933856 -0.09 -0.04 -0.17
C -2.424528 0.833659 -4.305492 0.00 0.04 0.01
C -3.678389 0.697979 -4.883503 -0.01 0.02 0.03
C -4.768815 0.322990 -4.107670 0.00 -0.03 -0.02
C -4.606313 0.076007 -2.751236 0.03 -0.02 -0.04
C -3.358103 0.240156 -2.171972 0.04 -0.11 0.02
C -0.049362 -1.657197 -3.468584 -0.04 -0.01 -0.05
C 0.255237 -2.199673 -4.723515 -0.01 0.01 -0.08
C 0.033140 -3.509135 -0.009216 0.12 -0.07 0.31
C -0.700824 -4.672815 0.046124 -0.05 -0.01 0.08
C -0.106572 -5.914457 0.346188 -0.06 0.02 -0.04
C 1.249686 -5.944102 0.524137 0.09 -0.02 0.01
C 2.205772 -7.096727 0.716914 0.00 0.06 0.01
C 3.590120 -6.434998 0.960828 -0.06 0.05 -0.04
C 3.334612 -4.949930 0.849612 -0.05 -0.16 0.06
C 4.154092 -3.873650 0.982293 0.03 0.16 0.01
C 3.566525 -2.581049 1.002440 0.03 -0.18 0.01
C 2.225429 -2.348870 0.797489 -0.05 0.01 -0.29
P 1.518556 -0.783738 1.459395 0.07 0.03 0.15
C 0.838818 -1.533991 2.978087 0.03 -0.30 0.03
C 1.581001 -2.335649 3.846608 0.02 0.10 0.03
C 0.964475 -2.955917 4.921472 -0.02 0.02 0.02
C -0.403911 -2.809958 5.126894 0.02 0.01 0.02
C -1.160732 -2.041328 4.255517 0.03 -0.04 -0.05
C -0.531465 -1.417300 3.188568 -0.04 0.00 0.01
C 3.053183 0.185067 1.736402 0.04 0.16 0.05
C 3.477204 0.875822 0.596102 -0.02 -0.06 0.04
C 4.571621 1.727589 0.642925 0.01 -0.03 0.00
C 5.246599 1.915009 1.841255 0.03 -0.01 -0.01
C 4.866015 1.199001 2.967717 0.01 -0.03 0.00
C 3.786998 0.328469 2.913338 0.07 -0.11 -0.05
C 1.389811 -3.462424 0.430887 0.08 -0.09 -0.01
C 1.964188 -4.729637 0.583853 0.03 -0.05 0.03
H -1.483622 -4.523963 -2.275543 0.04 0.00 0.03
H -1.128593 -5.293795 -4.566266 0.02 0.00 0.01
H -0.435434 -3.956163 -7.219354 -0.01 0.00 0.00
H 1.065811 -4.589307 -6.578812 0.00 -0.01 -0.01
H 0.675831 -1.960012 -7.827835 0.00 0.00 0.00
H 2.170601 -2.584324 -7.164620 0.00 0.00 0.00
H 1.943974 0.324327 -6.239059 -0.02 0.00 0.01
H 1.197740 1.434815 -4.180922 -0.01 0.01 -0.02
H -0.955254 3.378981 -3.850106 0.03 -0.02 0.00
H 0.002964 5.608285 -3.443563 -0.01 0.00 0.03
H 1.519491 6.003508 -1.538429 0.01 -0.01 -0.02
H 2.204216 4.112894 -0.086188 -0.01 -0.01 0.00
H 1.320451 1.844986 -0.538325 0.23 -0.03 -0.18
H -1.571285 1.076054 -4.928194 -0.02 0.04 0.00
H -3.804624 0.877990 -5.943305 0.01 -0.03 0.01
H -5.741978 0.203664 -4.565713 0.01 0.01 0.01
H -5.447637 -0.244653 -2.151002 0.01 0.02 0.00
H -3.238284 0.053988 -1.108635 0.00 0.01 0.02
H -1.763510 -4.643454 -0.168384 0.03 0.00 -0.09
H -0.712418 -6.810749 0.368234 0.01 0.01 0.01
H 2.215952 -7.729062 -0.171739 -0.01 -0.01 0.00
H 1.900202 -7.730383 1.549443 0.00 0.00 0.01
H 4.332110 -6.763778 0.233385 0.00 0.00 0.00
H 3.983601 -6.681760 1.947212 0.01 0.00 0.00
H 5.219049 -3.977557 1.146332 -0.01 0.02 0.01
H 4.211814 -1.749173 1.247049 0.03 -0.05 0.00
H 2.643658 -2.473743 3.682985 -0.02 -0.05 -0.03
H 1.548549 -3.565530 5.598750 0.00 0.00 -0.01
H -0.882784 -3.311013 5.957771 0.01 0.02 0.01
H -2.228878 -1.943755 4.397386 0.01 0.01 0.00
H -1.145928 -0.835761 2.493929 0.00 -0.02 0.00
H 2.976441 0.694239 -0.350464 0.04 0.01 -0.02
H 4.906485 2.230431 -0.255628 -0.03 0.02 0.02
H 6.081847 2.600681 1.892932 0.01 -0.03 -0.01
H 5.418470 1.310211 3.891711 -0.01 0.00 -0.01
H 3.535035 -0.250467 3.794289 -0.05 0.04 0.01
```
Positions in Å, forces in eV/Å.